Record 1
This record from OMol25 describes a 9-piece molecular cluster, C40H54ClF25N4O20P overall. The level of theory is the ωB97M-V functional and the def2-TZVPD basis.

```
145
Properties=species:S:1:pos:R:3:forces:R:3
C -1.1443 -0.7994 0.2879 0.075 -0.123 0.104
C -0.4419 0.4098 -0.2368 -0.312 -0.042 0.212
O 0.7079 0.4530 -0.5212 0.511 0.118 -0.194
N -1.2027 1.6721 -0.3960 -0.441 -0.363 0.132
C -1.7750 1.7695 -1.7110 -0.123 0.364 0.206
C -2.3182 3.0998 -2.1501 -0.357 -0.066 0.018
O -1.7343 0.8143 -2.4228 0.237 -0.418 -0.406
N -2.0446 1.9297 0.7171 -0.020 1.122 -1.147
C -3.4942 1.6442 0.5710 -0.076 -0.328 0.690
C -1.6649 3.0718 1.3741 -0.280 -0.444 0.372
N -0.9315 4.0859 0.7873 0.358 0.019 0.224
C 0.5371 4.0029 0.6106 -0.070 -0.054 -0.176
C 1.2830 3.2542 1.6852 0.232 -0.052 -0.088
O 2.2279 2.5727 1.5244 -0.289 0.238 0.250
F 0.7591 3.4747 2.9252 0.081 -0.080 -0.347
N -2.0669 3.2146 2.6086 0.051 0.218 0.032
P -1.8609 4.6985 3.5971 0.038 -0.207 0.019
O -1.2954 3.8531 4.8567 -0.112 0.230 -0.059
Cl -3.8413 4.8212 4.0553 -0.144 0.009 0.123
H -0.5655 -1.6625 -0.0293 -0.029 0.020 0.025
H -1.1444 -0.7887 1.3815 -0.082 0.037 -0.041
H -2.1631 -0.9039 -0.0773 0.006 0.058 -0.004
H -1.4993 3.7832 -2.3851 0.012 -0.033 0.050
H -2.9010 2.9253 -3.0526 0.082 0.079 -0.015
H -2.9867 3.5539 -1.4152 0.153 0.087 0.012
H -3.6143 0.6890 0.0705 0.033 0.056 -0.087
H -4.0130 2.4398 0.0371 0.074 -0.068 -0.090
H -3.9530 1.5500 1.5550 0.033 -0.040 -0.039
H -1.3619 4.3527 -0.0910 0.127 -0.162 -0.092
H 0.9260 5.0227 0.5625 0.015 -0.033 0.141
H 0.7971 3.4957 -0.3198 -0.072 -0.028 0.043
H -2.5838 2.4410 3.0186 0.126 0.004 0.123
H -0.9254 4.4345 5.5387 0.023 -0.124 0.038
C -10.0640 8.2982 3.0477 0.038 -0.147 -0.132
C -8.6342 8.4580 3.5085 -0.169 0.224 0.179
O -7.7927 7.3923 2.9932 0.061 -0.017 -0.048
C -7.3711 7.5369 1.7514 -0.016 0.006 0.059
O -7.5817 8.4372 0.9966 0.014 -0.018 -0.008
C -6.4704 6.3393 1.3725 -0.026 -0.002 -0.024
F -6.9993 5.1707 1.7522 0.017 -0.011 -0.011
F -5.2710 6.4551 1.9754 -0.044 0.065 -0.077
F -6.2633 6.2970 0.0609 0.016 -0.014 -0.008
H -10.4492 7.3183 3.3294 -0.018 0.028 0.059
H -10.6853 9.0636 3.5108 0.005 0.007 0.014
H -10.1424 8.3996 1.9661 0.009 0.058 0.008
H -8.5535 8.3696 4.5890 0.047 -0.091 -0.016
H -8.2147 9.4169 3.2081 0.036 -0.048 -0.096
C 3.7668 0.4127 -2.1586 0.085 0.016 -0.180
C 2.9974 -0.8672 -2.3893 -0.018 0.008 0.281
O 2.9085 -1.1883 -3.7956 -0.013 0.023 -0.019
C 3.9558 -1.7893 -4.3396 -0.039 -0.059 0.022
O 4.9809 -2.0978 -3.8121 -0.011 0.062 -0.014
C 3.6187 -2.1241 -5.8097 -0.011 0.115 0.092
F 3.0569 -1.0769 -6.4294 0.025 -0.016 -0.047
F 2.7301 -3.1310 -5.8210 0.063 -0.099 -0.137
F 4.6949 -2.4873 -6.4854 -0.022 -0.052 0.026
H 3.3244 1.2298 -2.7301 -0.040 0.008 0.040
H 3.7405 0.6714 -1.1004 -0.021 -0.012 0.013
H 4.8065 0.3068 -2.4660 0.005 -0.029 0.046
H 1.9667 -0.7629 -2.0682 -0.032 -0.019 -0.087
H 3.4398 -1.7072 -1.8543 0.090 -0.021 -0.107
C -0.2972 -1.9063 -5.5195 -0.123 -0.088 0.190
C -1.1159 -2.1977 -6.7548 0.223 0.245 -0.106
O -1.9365 -3.3740 -6.5638 -0.102 -0.009 -0.008
C -3.0650 -3.1946 -5.8987 0.042 -0.014 -0.054
O -3.4954 -2.1739 -5.4487 0.005 -0.011 0.023
C -3.8186 -4.5408 -5.8005 0.044 0.062 0.014
F -2.9847 -5.5269 -5.4491 -0.130 -0.006 0.088
F -4.3519 -4.8484 -6.9896 0.003 -0.023 0.009
F -4.7929 -4.4696 -4.9035 -0.011 -0.004 -0.002
H 0.3011 -2.7743 -5.2475 0.054 0.021 -0.042
H 0.3728 -1.0668 -5.7026 0.015 -0.015 -0.023
H -0.9417 -1.6589 -4.6755 -0.016 0.071 -0.035
H -0.4788 -2.4360 -7.6033 -0.034 -0.117 0.014
H -1.7526 -1.3581 -7.0305 -0.086 -0.046 0.067
C 2.2747 3.6892 5.5739 -0.031 -0.009 0.273
C 2.9320 4.8209 6.3313 0.203 -0.061 -0.229
O 2.0130 5.3734 7.3014 -0.016 0.035 0.040
C 1.9023 4.7075 8.4443 0.022 0.023 -0.021
O 2.4824 3.7169 8.7674 -0.020 0.006 -0.009
C 0.8885 5.4287 9.3604 -0.018 -0.046 0.025
F -0.2118 5.7802 8.6747 0.003 -0.005 -0.003
F 1.4382 6.5427 9.8603 -0.020 -0.019 -0.034
F 0.5236 4.6467 10.3631 0.015 0.013 0.005
H 1.3396 4.0317 5.1357 0.075 0.006 -0.098
H 2.9306 3.3296 4.7821 -0.020 0.022 -0.031
H 2.0514 2.8565 6.2405 0.067 -0.021 -0.005
H 3.1723 5.6536 5.6742 -0.069 0.048 0.044
H 3.8480 4.5048 6.8274 -0.082 -0.037 0.120
C -2.2836 -6.6492 3.3595 -0.012 -0.004 -0.193
C -1.1257 -5.6813 3.4296 -0.074 -0.063 0.307
O -0.5233 -5.4891 2.1245 -0.013 0.024 -0.045
C -1.1235 -4.6448 1.3155 -0.006 -0.001 0.022
O -2.1026 -3.9853 1.5247 0.057 0.060 0.028
C -0.3386 -4.5503 -0.0114 0.129 -0.070 -0.132
F 0.0307 -5.7433 -0.4629 -0.047 0.017 0.001
F 0.7716 -3.8108 0.1755 -0.022 0.023 0.059
F -1.0706 -3.9443 -0.9457 -0.042 -0.018 0.008
H -1.9628 -7.5960 2.9258 0.017 -0.018 0.060
H -2.6657 -6.8365 4.3622 0.012 0.000 0.013
H -3.0940 -6.2511 2.7501 -0.009 0.035 0.041
H -0.3197 -6.0714 4.0455 0.055 -0.012 -0.086
H -1.4270 -4.7132 3.8278 -0.024 0.033 -0.104
C -0.6476 -6.9663 -7.1356 0.274 -0.117 -0.002
C -0.9655 -7.8783 -8.2977 -0.244 0.205 -0.016
O 0.1205 -8.7974 -8.5586 0.006 -0.055 0.000
C 0.1753 -9.8662 -7.7813 -0.005 0.015 -0.031
O -0.5695 -10.1653 -6.8963 0.019 0.008 -0.004
C 1.3689 -10.7523 -8.2061 -0.041 0.010 0.042
F 2.4714 -10.0168 -8.4012 0.051 -0.012 -0.009
F 1.0822 -11.3836 -9.3514 0.018 0.008 -0.007
F 1.6302 -11.6611 -7.2761 0.005 -0.004 -0.013
H 0.2926 -6.4418 -7.3135 -0.029 0.031 -0.030
H -1.4375 -6.2313 -7.0143 -0.015 0.017 -0.033
H -0.5505 -7.5320 -6.2095 -0.076 0.001 0.003
H -1.0774 -7.3160 -9.2218 0.093 -0.040 -0.030
H -1.8813 -8.4434 -8.1290 0.064 -0.085 0.052
C 5.8505 -10.7113 -9.2949 0.178 -0.024 0.116
C 5.7791 -9.2872 -9.7942 -0.295 -0.115 -0.110
O 6.8459 -8.4794 -9.2459 0.046 0.030 -0.005
C 8.0212 -8.5845 -9.8441 -0.029 0.022 0.004
O 8.3021 -9.2631 -10.7865 0.006 0.007 0.023
C 9.0341 -7.6337 -9.1643 -0.018 -0.063 -0.027
F 8.9656 -7.7184 -7.8323 0.018 0.011 0.005
F 8.7678 -6.3675 -9.5165 0.004 0.011 0.012
F 10.2719 -7.9247 -9.5432 0.002 0.019 0.000
H 5.8452 -10.7334 -8.2048 -0.081 0.008 -0.003
H 4.9900 -11.2715 -9.6590 -0.015 0.011 -0.001
H 6.7575 -11.2080 -9.6374 -0.022 0.022 -0.077
H 4.8659 -8.8009 -9.4590 0.055 0.052 0.064
H 5.8140 -9.2377 -10.8818 0.123 0.004 0.006
C 1.5979 9.4098 11.4512 0.044 0.185 0.104
C 1.8427 8.3594 12.5128 -0.103 -0.114 -0.318
O 2.5873 8.9109 13.6191 -0.016 -0.026 0.082
C 1.8816 9.5990 14.5043 0.016 -0.031 0.001
O 0.7050 9.8067 14.4896 0.023 0.008 0.000
C 2.8092 10.0903 15.6400 -0.050 0.006 -0.053
F 3.9389 10.6106 15.1523 0.007 0.010 0.018
F 3.1294 9.0595 16.4332 0.015 0.002 0.008
F 2.1974 11.0132 16.3701 0.008 -0.007 0.016
H 2.5420 9.8502 11.1294 0.011 -0.057 -0.041
H 1.1061 8.9651 10.5876 -0.002 -0.024 0.006
H 0.9661 10.2108 11.8329 -0.045 -0.044 0.010
H 2.4642 7.5540 12.1291 0.097 0.035 0.090
H 0.9114 7.9272 12.8771 -0.004 0.094 0.099
```
Positions in Å, forces in eV/Å.

Calculated values
Net charge: +1

Record 2
This record from OMol25 describes one molecule with the formula C40H54N6O21. The level of theory is the ωB97M-V functional and the def2-TZVPD basis.

```
121
Properties=species:S:1:pos:R:3:forces:R:3
C -0.3832 -0.9211 4.0832 -0.005 0.058 -0.052
C -0.5248 0.2440 3.1497 0.075 -0.066 0.289
O 0.3627 0.7247 2.4910 0.095 0.058 -0.206
O -1.7813 0.7099 3.1611 -0.137 -0.248 0.216
C -2.0888 1.8271 2.3488 0.094 0.552 -0.601
H -2.9285 2.3351 2.8271 0.069 -0.058 -0.026
C -2.4773 1.4431 0.9157 0.048 -0.522 0.376
C -3.7362 0.5659 0.8718 -0.455 0.487 -0.458
C -4.1666 0.3741 -0.5921 0.455 0.219 0.209
C -4.3506 1.7396 -1.2597 0.422 -0.579 -0.449
C -3.0628 2.5604 -1.0942 -0.625 0.425 -0.192
O -2.0940 1.9440 -1.8803 -0.067 -0.160 0.084
C -0.9660 2.7645 -2.1945 -0.006 0.000 0.052
C -0.2807 3.3211 -0.9965 0.579 -0.495 0.206
C 0.5405 2.7122 -0.0660 -0.287 0.333 -0.424
N 0.8369 3.6985 0.8044 -0.562 -0.693 -0.611
N 0.2532 4.8303 0.4278 0.299 0.867 0.881
N -0.4183 4.6160 -0.6380 -0.399 0.041 -0.583
C 1.7711 3.6813 1.8933 0.740 0.450 0.103
H 1.3231 4.1740 2.7596 -0.006 -0.111 -0.029
H 2.0096 2.6420 2.1279 -0.062 0.090 0.013
C 3.0276 4.4564 1.4554 -0.389 0.179 0.398
C 4.1253 4.5160 2.5290 -0.065 -0.027 -0.221
H 4.1251 5.4655 3.0580 -0.031 -0.001 0.075
H 3.9844 3.7085 3.2481 0.017 -0.020 0.097
C 5.4013 4.2805 1.7211 -0.209 -0.132 -0.228
H 6.2053 3.8477 2.3097 0.090 -0.008 0.016
H 5.7439 5.2092 1.2624 0.063 0.052 -0.009
C 4.8853 3.3266 0.6448 0.537 -0.035 0.150
O 3.5950 3.8284 0.3173 -0.037 -0.021 -0.235
H 4.7975 2.3114 1.0570 0.074 0.189 -0.103
C 5.7122 3.2635 -0.6409 -0.065 0.380 0.623
N 5.2997 2.1264 -1.4134 -0.801 -0.383 -0.484
C 4.0404 1.7754 -1.7446 0.140 -0.472 -0.429
C 4.1725 0.5302 -2.3296 -0.384 0.688 0.209
N 5.4870 0.2158 -2.3147 -0.148 -0.602 -0.321
N 6.1433 1.1685 -1.7668 1.127 0.315 0.310
C 3.1117 -0.4313 -2.7450 0.072 0.125 0.002
H 2.1777 0.1018 -2.9632 0.087 -0.085 -0.060
H 3.4300 -1.0084 -3.6142 -0.095 0.161 0.004
O 2.8965 -1.4112 -1.7306 -0.029 -0.144 0.079
C 2.4221 -0.9252 -0.5182 0.444 0.422 0.333
O 1.0197 -0.8969 -0.4511 -0.130 -0.009 0.097
C 0.4259 -2.1827 -0.5491 -0.531 -0.465 -0.107
C -1.0935 -2.0169 -0.5828 0.494 -0.453 0.208
H -1.4470 -1.5234 0.3241 0.011 -0.052 -0.056
H -1.5568 -3.0038 -0.6826 0.037 0.134 0.109
O -1.5166 -1.2001 -1.6578 0.047 0.364 -0.012
C -1.5452 -1.7586 -2.8777 -0.114 0.049 -0.302
O -1.1793 -2.8798 -3.1068 0.038 -0.110 0.026
C -2.1138 -0.7963 -3.8841 0.111 -0.050 0.112
H -1.5529 -0.8600 -4.8125 0.020 -0.036 -0.026
H -3.1423 -1.0886 -4.0894 -0.084 -0.022 -0.011
H -2.1001 0.2118 -3.4810 -0.047 0.064 -0.066
C 0.8524 -3.0072 0.6760 0.429 0.690 -0.034
O 0.2278 -4.2801 0.6851 0.198 -0.212 -0.394
C -0.6682 -4.5361 1.6440 -0.182 -0.156 0.238
O -0.9513 -3.7592 2.5214 0.012 -0.054 0.015
C -1.2725 -5.8954 1.4645 0.047 0.053 0.075
H -2.0574 -5.8240 0.7133 -0.055 -0.004 -0.084
H -0.5216 -6.5929 1.1069 0.011 -0.074 -0.038
H -1.7066 -6.2349 2.3999 0.001 0.031 0.013
C 2.3709 -3.1800 0.6409 0.047 0.167 0.779
C 3.0102 -1.7855 0.6255 -0.585 0.088 -0.224
O 4.4029 -1.9684 0.4537 -0.001 -0.318 -0.088
C 5.2152 -0.9361 0.7019 0.270 0.060 0.062
O 4.8207 0.1338 1.0970 -0.116 0.045 0.054
C 6.6395 -1.2991 0.4243 -0.011 -0.025 -0.014
H 6.7730 -2.3708 0.5303 0.082 -0.065 0.019
H 7.2997 -0.7496 1.0887 -0.011 0.030 0.035
H 6.8622 -1.0111 -0.6033 -0.003 -0.032 0.011
H 2.8102 -1.2667 1.5727 -0.030 -0.101 -0.177
O 2.7254 -3.8832 -0.5328 -0.302 0.065 -0.215
C 3.7905 -4.7007 -0.4708 0.226 -0.375 -0.066
O 4.3707 -4.9742 0.5443 0.029 -0.014 0.040
C 4.1228 -5.2107 -1.8422 0.024 -0.007 0.140
H 3.2114 -5.4822 -2.3663 -0.047 -0.015 -0.081
H 4.6024 -4.4028 -2.3913 0.025 0.065 -0.081
H 4.7989 -6.0570 -1.7725 0.005 0.009 0.030
H 2.7354 -3.7461 1.5101 -0.170 0.178 -0.151
H 0.5724 -2.4588 1.5853 0.121 -0.075 -0.190
H 0.7705 -2.6857 -1.4617 -0.125 0.093 0.146
H 2.7304 0.1184 -0.3569 -0.062 -0.285 -0.046
H 3.2003 2.4079 -1.5515 -0.223 0.144 0.100
H 5.5598 4.1823 -1.2160 0.081 -0.069 0.080
H 6.7717 3.1327 -0.4164 -0.088 -0.008 -0.049
H 2.7057 5.4595 1.1447 0.056 -0.172 0.089
H 0.8790 1.7040 0.0491 0.104 -0.285 0.089
H -1.2905 3.6002 -2.8283 0.103 -0.114 0.039
H -0.3009 2.1029 -2.7541 -0.068 0.129 -0.021
O -2.7042 2.6721 0.2552 -0.101 -0.104 0.348
H -3.2321 3.6028 -1.4058 0.012 -0.208 -0.004
H -4.5794 1.6028 -2.3240 0.135 0.055 0.237
O -5.4204 2.4302 -0.6395 0.207 0.189 0.356
C -6.6361 2.3221 -1.2139 -0.321 0.124 -0.100
O -6.8335 1.7890 -2.2699 -0.031 -0.019 -0.069
C -7.6770 2.9639 -0.3434 0.042 -0.032 -0.124
H -7.9451 2.2575 0.4403 -0.010 -0.036 0.086
H -7.2728 3.8572 0.1226 -0.016 0.059 0.070
H -8.5595 3.1960 -0.9313 0.008 -0.018 -0.024
H -3.3997 -0.2048 -1.1195 -0.144 0.171 0.087
O -5.4154 -0.3034 -0.6506 -0.164 0.279 0.030
C -5.4257 -1.6366 -0.7637 -0.281 -0.235 -0.106
O -4.4372 -2.3160 -0.8648 0.172 -0.061 -0.039
C -6.8383 -2.1421 -0.7257 0.120 -0.034 -0.047
H -7.4646 -1.5188 -1.3577 -0.083 0.029 -0.026
H -7.1978 -2.0605 0.2990 -0.034 0.027 0.067
H -6.8730 -3.1787 -1.0461 0.029 -0.005 -0.005
H -4.5582 1.0350 1.4290 0.214 -0.049 -0.097
O -3.4381 -0.7003 1.4427 0.303 -0.027 -0.129
C -4.4328 -1.3478 2.0763 -0.108 -0.284 0.255
O -5.5148 -0.8673 2.2867 -0.096 0.066 0.011
C -4.0168 -2.7409 2.4373 -0.021 0.124 0.071
H -2.9801 -2.7689 2.7571 0.023 -0.027 0.012
H -4.6733 -3.1344 3.2071 -0.037 0.023 0.012
H -4.1081 -3.3497 1.5382 0.025 -0.049 -0.073
H -1.6529 0.8953 0.4347 -0.004 0.061 0.086
H -1.2294 2.5030 2.2988 -0.146 -0.036 0.011
H 0.6494 -1.0109 4.4082 0.037 0.024 -0.022
H -0.6687 -1.8363 3.5655 -0.013 -0.016 -0.034
H -1.0456 -0.7960 4.9340 -0.023 -0.018 0.085
```
Positions in Å, forces in eV/Å.

For the records above, the corresponding maximum force values read 1.604, 1.272 eV/Å.
For the records above, the corresponding calculated total energy values read -179012.0366, -94296.6110 eV.
For the records above, the corresponding gap between HOMO and LUMO values read 7.80, 9.95 eV.